No. 1
# C18H52BrNO16S6Si2

A structure of composition C18H52BrNO16S6Si2 at a distorted geometry (wB97M-V/def2-TZVPD, the OMol25 dataset).

Last column: Mulliken charge in e.
Atoms and positions in Å:
N -3.033 1.322 1.865  -0.4730
H 5.103 9.031 -4.562  0.2675
C -0.796 -6.214 -2.772  -0.8798
O -3.251 -6.272 6.926  -0.3248
H 5.507 6.174 1.078  0.2799
H 1.142 6.800 -7.534  0.3715
C -1.417 -7.778 6.274  -0.9040
H -1.551 2.267 -2.592  0.2157
H -1.099 -8.237 -2.101  0.2796
C 2.208 4.645 -1.494  -0.7378
C 6.117 7.236 -5.188  -1.0139
H -2.037 -3.041 3.140  -0.2060
H -2.658 -2.215 -2.510  0.4147
Si -2.515 0.963 3.461  0.2952
C 5.292 5.136 0.830  -0.3522
C -1.554 1.914 -4.732  -1.0666
H 6.539 7.637 -6.109  0.2883
H 1.788 -1.024 2.472  0.3774
H 0.334 -0.513 3.342  0.1397
C 1.820 7.577 -7.193  -0.9830
S -0.019 2.282 2.328  -0.0354
H 1.670 5.362 -0.881  0.3336
O 4.223 2.994 -1.317  -0.6257
C -1.622 -7.283 -2.084  -0.3986
H -3.955 0.986 1.620  0.2584
H -1.343 -5.276 -2.840  0.1897
O -2.395 0.407 -2.977  -0.2963
H -1.257 -1.390 1.621  -0.1287
H 4.381 7.557 -3.929  0.2492
H -5.335 -4.509 6.942  0.3419
Si -2.354 -1.727 2.552  0.5954
H -1.530 2.963 -5.027  0.3936
O -2.404 -4.623 -0.437  -0.4359
H -0.298 1.147 4.462  0.3662
H -2.125 -6.236 1.868  0.3652
H -2.896 -8.047 7.816  0.2884
H -3.649 -1.889 1.860  -0.2041
S 3.457 3.893 -0.515  1.2002
H -0.535 1.528 -4.753  0.2997
H -2.585 -7.425 -2.578  0.3456
H 6.374 3.357 0.239  0.2858
H 4.839 4.673 1.707  0.3208
C -4.488 -4.152 6.364  -1.0197
H -0.541 -6.535 -3.781  0.3912
H 1.837 0.291 3.646  0.4272
H -1.289 -2.485 -1.402  0.3837
C -3.098 -6.345 1.398  -1.0711
O -0.465 0.326 -1.469  -0.5180
H -1.094 -8.816 6.335  0.3829
O 4.319 5.204 -0.233  -0.2852
H -3.808 -5.651 1.842  0.3548
H -3.545 -8.194 6.189  0.3329
C 4.864 7.997 -4.803  -0.2523
H 0.451 0.358 0.963  -0.1590
O -4.689 -6.331 4.932  -0.6824
C 0.947 0.840 1.790  0.6614
C 1.247 -0.181 2.872  -1.4721
H 2.325 8.037 -8.037  0.3406
O -2.468 -0.648 3.824  -0.0267
H -0.732 -7.160 6.853  0.2645
C -2.023 -1.765 -1.755  -0.9419
H -4.819 -3.490 5.567  0.3651
H -3.762 -3.648 6.995  0.3270
O 3.912 8.081 -5.887  -0.2795
H 6.858 7.320 -4.394  0.3871
O 3.775 5.867 -6.960  -0.6066
H 1.544 3.850 -1.826  0.2763
C -0.890 1.799 3.840  -0.8981
Br -4.106 1.835 4.817  -0.3812
C -2.166 1.782 -3.352  -0.2148
H -2.354 1.159 1.132  0.2085
H 0.123 -6.026 -2.218  0.2722
C 6.558 4.416 0.410  -0.9698
O 2.424 6.372 -4.948  -0.5821
O -4.166 -6.283 -0.988  -0.6986
H -2.613 -1.389 -0.926  0.2200
H 1.290 8.316 -6.600  0.3143
H 6.950 4.838 -0.514  0.2475
O -1.837 -7.005 -0.684  -0.2892
O -2.549 -5.076 4.893  -0.5388
H 5.907 6.180 -5.351  0.2996
H 2.673 5.128 -2.350  0.2363
H -1.062 2.692 4.417  0.4815
H 7.313 4.511 1.191  0.3965
C -2.830 -7.648 6.807  -0.3633
H -2.136 1.354 -5.463  0.2879
S 3.024 6.795 -6.177  1.1958
S -2.957 -5.938 -0.307  1.1779
O -0.406 -0.900 -3.619  -0.6458
S -3.708 -5.529 5.597  1.3347
O 2.900 3.446 0.726  -0.6274
S -1.135 -0.433 -2.482  1.1509
H 1.883 1.258 1.456  0.2018
H -3.150 2.246 -3.324  0.2894
H -3.463 -7.364 1.482  0.4000
H -1.353 -7.459 5.235  0.2160

Output
orbital gap: 8.44 eV
E_HOMO: -0.293 Eh


No. 2
# C26H65AsF6NO16P3S2

A structure of composition C26H65AsF6NO16P3S2 at a distorted geometry (wB97M-V/def2-TZVPD, the OMol25 dataset).

Last column: Mulliken charge in e.
Atoms and positions in Å:
H 5.113 0.433 -16.016  -0.2876
C 2.712 3.711 -13.271  -1.0344
H 13.733 0.224 -8.067  0.2582
H 2.013 -0.009 -12.235  0.5449
C 12.115 1.677 -10.006  -0.1415
H 3.158 0.522 -17.312  0.3792
C 5.236 -0.383 -11.283  0.2469
O 14.291 -0.820 -15.517  -0.9964
H 3.048 -0.919 -13.331  0.1238
H 4.792 2.937 -13.476  -0.1807
H 8.187 -1.537 -7.526  0.3871
H 12.558 3.302 -16.903  0.2854
H 4.614 0.693 -13.043  -0.3013
N 13.011 -1.817 -13.463  -0.0002
F 8.154 -1.241 -12.723  -0.4209
H 9.142 -0.083 -7.715  0.2835
C 9.137 -1.157 -7.899  -1.1300
O 11.253 0.563 -10.177  0.2557
H 8.314 -1.952 -9.828  0.5039
C 5.203 0.013 -17.023  0.0204
C 4.054 0.480 -17.935  -0.8608
H 13.009 -2.807 -13.682  0.4105
H 10.978 3.255 -16.244  0.3691
H 8.639 3.449 -9.877  0.4258
C 17.032 2.859 -16.192  -1.0021
H 14.090 -1.372 -7.835  0.3316
O 5.166 -2.987 -10.373  -0.7058
H 12.204 -0.974 -5.738  0.2842
H 14.998 -2.072 -19.642  0.3795
P 5.620 4.070 -11.129  0.7567
H 2.174 -2.259 -11.196  0.4247
H 12.079 -1.496 -13.762  0.2690
H 14.259 -1.902 -18.005  0.2643
H 2.168 3.625 -14.218  0.3808
H 11.325 2.473 -17.836  0.3333
H 14.963 0.385 -19.387  0.2994
C 4.055 3.039 -9.270  -0.7291
H 14.879 3.225 -16.772  0.2148
H 2.528 2.744 -12.808  0.1098
H 4.287 3.996 -8.803  0.5872
O 10.368 -1.756 -10.073  -0.3953
F 8.623 -2.263 -14.917  -0.5347
H 3.791 -0.259 -18.692  0.3481
H 7.098 2.616 -9.363  0.1122
C 4.203 0.388 -12.088  1.1575
O 12.002 -0.880 -8.306  -0.1446
C 7.658 2.311 -11.425  0.7362
O 3.780 -1.284 -9.206  -0.6765
H 3.029 3.087 -9.647  0.3366
H 8.544 1.683 -9.561  -0.0570
H 13.163 1.467 -10.223  0.3602
H 16.541 -0.173 -19.138  0.3429
H 3.806 2.440 -7.329  0.4031
S 4.398 -1.754 -10.431  1.2283
C 12.136 1.334 -16.191  0.2205
H 7.132 -0.193 -18.094  0.3613
S 6.209 1.958 -18.674  1.1303
H 3.784 1.263 -11.617  -0.7776
H 7.095 1.398 -11.546  -0.7761
H 3.616 1.081 -8.553  0.1980
H 7.191 0.990 -16.812  0.1426
C 15.121 -1.677 -18.638  -1.0631
C 13.256 -0.684 -7.680  -0.2104
H 6.036 -0.779 -11.907  -0.2652
H 13.649 -1.246 -14.069  0.4508
H 12.457 3.744 -10.666  0.3837
H 13.216 -1.592 -12.479  0.3858
P 14.553 0.422 -16.254  0.9920
H 2.181 4.487 -12.728  0.3181
As 8.756 -0.652 -14.250  2.1368
O 6.563 1.627 -20.054  -0.6758
O 6.698 3.208 -18.088  -0.6583
O 5.982 5.149 -10.214  -0.8281
O 15.040 1.626 -15.410  -0.3343
C 15.511 2.896 -15.950  -0.2248
H 12.426 1.565 -15.164  0.1361
C 8.018 2.560 -9.945  -0.6475
H 5.248 1.718 -8.161  0.1337
F 7.112 -0.277 -14.765  -0.6252
H 4.441 4.474 -14.318  0.3682
H 12.088 2.554 -11.935  0.1338
F 8.890 0.998 -13.611  -0.4182
C 11.681 2.657 -16.825  -1.2923
H 3.986 2.601 -17.853  0.3704
O 15.654 0.438 -17.432  -0.2759
H 8.808 -0.454 -9.992  -0.6515
C 11.836 2.888 -10.924  -1.0264
H 8.619 2.308 -11.922  0.3615
H 17.594 3.137 -15.298  0.3494
C 9.120 -1.337 -9.424  0.6227
O 13.251 0.949 -17.069  -0.2201
O 4.640 4.612 -12.277  -0.4394
C 15.548 -0.215 -18.683  -0.3151
H 15.886 -2.208 -18.062  0.3244
H 5.263 -1.041 -16.753  0.5001
H 5.703 0.253 -10.532  0.2613
H 3.803 1.904 -19.472  0.3615
C 4.381 1.865 -18.553  -0.6720
H 10.009 -1.651 -7.488  0.2933
C 13.019 -0.410 -6.187  -1.2058
F 9.337 -0.086 -15.798  -0.5732
H 10.818 3.265 -11.009  0.1432
C 4.183 1.947 -8.222  -0.8165
H 17.392 1.840 -16.305  0.2636
C 6.534 0.537 -17.550  -0.4764
O 4.823 2.832 -10.477  0.1779
C 2.968 -0.517 -12.315  -0.7133
C 3.094 -1.926 -11.672  -0.9695
H 13.955 -0.391 -5.631  0.3878
P 11.712 -0.940 -9.885  0.5960
H 17.194 3.528 -17.032  0.3197
H 11.963 2.008 -8.977  0.2153
H 15.275 3.559 -15.117  0.3330
O 12.887 -1.412 -10.622  -1.0344
H 11.419 0.524 -16.269  0.1479
H 12.653 0.617 -6.079  0.2842
H 3.432 -2.685 -12.372  0.4458
O 6.773 3.317 -11.969  -0.2636
F 10.447 -0.973 -13.787  -0.7148
C 4.234 3.857 -13.446  0.3582

Output
orbital gap: 10.02 eV
E_HOMO: -0.364 Eh
relative energy (zero: lowest compared OMol25 entry of this formula, charge and spin): 79.2 kcal per mole


No. 3
# C4H10N2O

A cluster of 2 separate species, C4H10N2O in total at a distorted geometry (wB97M-V/def2-TZVPD, the OMol25 dataset).

Last column: Löwdin spin population.
Atoms and positions in Å:
C 0.203 2.264 0.374  0.0003
H -0.089 3.327 0.379  -0.0001
C -0.907 1.319 0.411  0.0062
C 0.674 -1.320 -0.485  0.1018
H 0.231 -1.545 1.578  0.0044
O 1.373 1.960 0.289  0.0026
H -1.819 1.858 0.373  0.0005
H -1.438 -0.582 0.261  0.0558
N -0.906 0.046 0.928  0.0223
N 0.584 -0.413 -1.631  0.0017
H 1.215 -0.114 1.293  0.0012
H -0.052 -2.085 -0.605  0.1053
H 1.728 -1.660 -0.471  0.0044
C 0.350 -0.708 0.891  0.0112
H -1.544 -2.472 -0.439  0.6747
H -0.428 -0.406 -1.802  0.0075
H 0.825 0.532 -1.342  0.0005

Output
spin multiplicity: 2
orbital gap (alpha / beta): 6.82 / 6.80 eV
⟨S²⟩: 0.7517
E_HOMO (alpha / beta): -0.534 / -0.535 Eh
charge: +1
relative energy (zero: lowest compared OMol25 entry of this formula, charge and spin): 121.0 kcal per mole


No. 4
# C18H30N3O4S2Si2Ta

A structure of composition C18H30N3O4S2Si2Ta at a distorted geometry (wB97M-V/def2-TZVPD, the OMol25 dataset).

Last column: Mulliken charge in e.
Atoms and positions in Å:
Si -2.438 -0.048 1.840  0.2875
H -1.607 0.650 4.118  0.5514
C -1.025 0.626 -2.698  -0.9761
H 4.574 -3.825 2.093  0.3755
H 2.548 -2.333 1.387  0.2823
Ta 0.491 0.715 0.530  0.6544
H 4.189 -2.850 -3.916  0.3204
H 5.032 -2.132 2.334  0.3525
H -2.797 -2.095 -2.619  0.4548
H -4.588 -0.108 2.897  0.4430
H 4.240 -1.098 -3.806  0.3475
C -2.561 -1.847 -1.581  -1.0950
H -0.822 5.857 -0.124  0.4858
C -1.644 0.588 0.220  2.5834
H -1.054 1.717 -2.770  0.3056
H -1.460 1.973 2.970  0.3674
C 4.590 -2.016 -3.335  -1.2472
O 1.851 0.058 1.905  -0.7125
C -2.161 -1.865 2.037  -1.0335
Si -2.308 -0.019 -1.499  0.3187
C -2.680 3.022 0.236  -0.7771
H -3.428 -2.137 -0.983  0.3163
C -1.636 2.103 0.158  -0.9343
O 2.353 0.857 -0.284  -0.6479
C -1.378 0.889 3.077  -1.0291
O 4.153 1.061 1.516  -0.5688
S 2.786 1.148 1.231  1.1779
H 5.915 -2.698 -1.028  0.4364
C 4.321 -2.580 0.378  0.8909
C -4.237 0.317 1.953  -1.0744
H -3.699 2.685 0.350  0.6487
H -1.200 0.234 -3.703  0.4829
S 0.537 -1.613 -0.274  -0.4210
H 5.675 -2.062 -3.357  0.3944
H -4.798 -0.168 1.153  0.3490
C 5.047 -2.961 1.623  -1.4385
H 6.080 -3.207 1.395  0.4040
C -2.375 4.363 0.117  -0.6590
C -1.054 4.805 -0.040  -0.8751
C -0.050 3.878 -0.066  -0.3001
H -0.297 0.633 3.000  0.3719
H -2.300 -2.135 3.086  0.4650
N -0.372 2.566 0.023  -0.0328
C 4.055 -2.105 -1.950  0.7868
N 3.002 -2.289 0.481  0.1127
H -2.884 -2.440 1.457  0.3230
H 0.003 0.328 -2.463  0.2583
N 2.748 -1.816 -1.782  -0.4056
H -4.267 0.415 -2.837  0.3898
H -3.176 5.091 0.143  0.5219
O 1.930 2.331 1.493  -0.5969
C 4.868 -2.482 -0.879  -0.9620
C -3.942 0.769 -1.855  -1.1111
C 2.256 -1.908 -0.583  0.0988
H -1.719 -2.470 -1.284  0.3950
H -4.490 1.377 1.965  0.3468
H 0.998 4.124 -0.150  0.5578
H -4.712 0.474 -1.141  0.2932
H -1.166 -2.203 1.750  0.3408
H -3.916 1.857 -1.909  0.4053

Output
orbital gap: 7.39 eV
E_HOMO: -0.563 Eh
charge: +2
relative energy (zero: lowest compared OMol25 entry of this formula, charge and spin): 40.0 kcal per mole


No. 5
# C2H10N4S

A cluster of 2 separate species, C2H10N4S in total at a distorted geometry (wB97M-V/def2-TZVPD, the OMol25 dataset).

Last column: Mulliken charge in e.
Atoms and positions in Å:
H 0.232 0.083 -0.216  0.1815
N -0.720 1.793 -0.840  -0.3863
N 0.034 -3.059 0.048  0.0518
N -0.692 -3.126 -1.134  -0.4835
H 0.906 0.771 1.869  0.2508
H 0.767 2.573 1.338  0.3522
H -1.651 -3.297 -1.073  0.2559
H -0.582 -3.148 0.854  0.3350
S 2.638 -2.165 0.712  0.0326
H -0.172 -3.581 -1.883  0.2974
H -1.751 1.656 -0.632  0.3975
C 1.217 -2.530 0.233  0.4889
H -0.579 2.827 -0.391  0.4451
H -0.571 1.938 -1.837  0.3531
H -0.637 1.464 1.748  0.4240
N 0.207 1.072 -0.061  -0.0921
C 0.289 1.513 1.235  -0.9040

Output
orbital gap: 8.05 eV
E_HOMO: -0.642 Eh
charge: +2
relative energy (zero: lowest compared OMol25 entry of this formula, charge and spin): 58.5 kcal per mole